[1]
{
  "formula": "C5H13NO2",
  "method": "wB97M-V/def2-TZVPD",
  "homo_lumo_gap_ev": 9.39,
  "total_energy_ha": -403.47994,
  "lumo_ha": 0.024,
  "smiles": "C=C/C(N)=C/C.O.O",
  "homo_ev": -8.74,
  "e_above_lowest_ev": 2.631,
  "elements": ["H", "H", "C", "O", "H", "C", "C", "O", "H", "H", "H", "C", "H", "H", "C", "N", "H", "H", "H", "H", "H"],
  "xyz": [[0.39, 0.48, -3.17], [0.73, -1.77, 1.03], [-0.79, 0.14, -0.59], [1.22, -2.55, 1.30], [1.72, 0.69, -2.11], [0.75, 1.13, -2.36], [-1.38, 0.55, 1.75], [1.76, 0.74, 2.55], [-1.91, 0.30, 2.65], [-1.43, -1.74, -0.87], [-0.36, -1.25, -1.89], [-0.18, 1.16, -1.19], [-0.51, 1.17, 1.88], [-2.76, -0.08, 0.18], [-1.80, 0.33, 0.51], [-0.55, -1.23, -0.88], [1.48, -2.92, 0.45], [1.91, 0.62, 1.64], [-0.50, 2.14, -0.88], [1.24, -0.04, 2.75], [0.96, 2.12, -2.75]]
}

***

[2]
{
  "formula": "C5H13NO2",
  "method": "wB97M-V/def2-TZVPD",
  "homo_lumo_gap_ev": 8.96,
  "total_energy_ha": -403.44413,
  "lumo_ha": 0.018,
  "smiles": "C=CC/C=C/N.O.O",
  "homo_ev": -8.46,
  "e_above_lowest_ev": 3.605,
  "elements": ["H", "H", "C", "H", "O", "C", "O", "H", "H", "C", "H", "N", "H", "H", "C", "H", "C", "H", "H", "H", "H"],
  "xyz": [[2.15, -1.51, 1.27], [3.18, 0.53, 2.37], [-0.72, -1.74, 0.97], [-1.65, 0.46, -2.63], [-0.67, 3.25, -1.78], [1.57, 0.49, 1.03], [-2.09, -0.27, -3.08], [-0.44, 2.54, -2.38], [-2.75, -1.52, 0.28], [-2.05, -1.63, 1.10], [2.82, 1.97, 1.38], [2.56, 1.13, 1.87], [-0.09, -0.55, -0.72], [-0.28, 4.13, -1.87], [1.50, -0.81, 0.78], [0.73, 1.22, 0.79], [0.35, -1.33, -0.02], [-0.23, -1.87, 1.91], [0.64, -2.01, -0.83], [-2.57, -1.41, 2.07], [-1.96, -1.05, -2.52]]
}

***

[3]
{
  "formula": "C5H13NO2",
  "method": "wB97M-V/def2-TZVPD",
  "homo_lumo_gap_ev": 10.01,
  "total_energy_ha": -403.34493,
  "lumo_ha": 0.026,
  "smiles": "CN(O)O.C=CCC",
  "homo_ev": -9.32,
  "e_above_lowest_ev": 6.304,
  "elements": ["H", "C", "H", "C", "H", "O", "H", "H", "H", "H", "O", "H", "C", "H", "C", "H", "C", "H", "H", "H", "N"],
  "xyz": [[3.45, -1.19, -2.14], [-2.04, -0.89, 1.03], [-1.00, -1.00, 1.34], [-1.67, 1.38, -0.09], [-2.60, -0.46, 1.86], [1.17, -0.01, -1.52], [-0.96, 1.39, 1.90], [-1.60, -0.50, -1.04], [-3.20, 0.00, -0.55], [-0.75, 2.95, 0.95], [1.38, -0.47, 0.59], [-1.74, 1.96, -1.01], [-2.16, -0.04, -0.22], [0.77, 0.22, -0.46], [-1.13, 1.94, 0.98], [3.76, -1.61, -0.44], [3.26, -0.91, -1.10], [2.09, 0.07, 0.99], [-2.43, -1.90, 0.84], [3.59, 0.13, -0.96], [1.81, -1.06, -0.94]]
}

***

[4]
{
  "formula": "C5H13NO2",
  "method": "wB97M-V/def2-TZVPD",
  "homo_lumo_gap_ev": 9.63,
  "total_energy_ha": -403.45934,
  "lumo_ha": 0.031,
  "smiles": "CCN(C)CC=O.O",
  "homo_ev": -8.80,
  "e_above_lowest_ev": 3.191,
  "elements": ["O", "H", "O", "H", "C", "H", "C", "H", "H", "C", "H", "N", "H", "H", "H", "H", "H", "H", "C", "C", "H"],
  "xyz": [[-2.32, 0.09, 4.26], [-0.22, 0.65, -2.10], [-2.54, 0.69, 0.15], [-2.46, 1.75, -1.54], [1.73, 0.44, -0.46], [-1.98, -0.10, 3.37], [-1.93, 1.09, -0.81], [3.34, -0.94, 0.23], [2.13, -1.71, -0.67], [-0.33, -1.26, -0.42], [-0.15, 2.08, -0.94], [0.26, 0.07, -0.16], [1.79, 1.09, -1.30], [1.99, 0.98, 0.45], [-1.12, -1.31, 0.36], [-1.02, -1.28, -1.32], [3.50, -0.60, -1.33], [-3.27, 0.11, 4.18], [2.68, -0.77, -0.63], [-0.46, 1.00, -1.07], [0.37, -2.08, -0.27]]
}

***

[5]
{
  "formula": "C5H13NO2",
  "method": "wB97M-V/def2-TZVPD",
  "homo_lumo_gap_ev": 8.73,
  "total_energy_ha": -403.47865,
  "lumo_ha": 0.020,
  "smiles": "C=C(O)O.CC(C)N",
  "homo_ev": -8.20,
  "e_above_lowest_ev": 2.666,
  "elements": ["C", "H", "H", "H", "H", "C", "C", "H", "H", "N", "H", "H", "H", "H", "O", "H", "H", "O", "C", "C", "H"],
  "xyz": [[-0.73, 1.21, -1.26], [1.13, -2.26, -0.85], [0.01, 0.48, -2.86], [-1.49, -0.37, 0.98], [0.09, 2.93, -0.92], [1.93, -0.53, 0.97], [-1.83, 1.43, -0.50], [-1.86, 2.25, 0.19], [2.64, -0.57, 0.14], [0.45, -2.14, -0.11], [1.97, 0.45, 1.42], [-0.36, 0.21, 2.16], [0.21, 0.02, -0.33], [2.23, -1.27, 1.71], [-0.85, 0.50, -2.43], [-0.47, -2.34, -0.48], [-2.75, 0.92, -0.73], [0.33, 2.09, -1.33], [-0.54, -0.65, 1.53], [0.52, -0.84, 0.49], [-0.64, -1.53, 2.17]]
}

***

[6]
{
  "formula": "C5H13NO2",
  "method": "wB97M-V/def2-TZVPD",
  "homo_lumo_gap_ev": 9.72,
  "total_energy_ha": -403.45923,
  "lumo_ha": 0.030,
  "smiles": "C[C@@H](N)CCC=O.O",
  "homo_ev": -8.91,
  "e_above_lowest_ev": 3.194,
  "elements": ["H", "H", "H", "N", "H", "H", "H", "C", "H", "H", "O", "H", "C", "C", "H", "H", "H", "C", "O", "C", "H"],
  "xyz": [[-0.98, -0.37, 0.49], [-0.88, 0.01, -2.03], [-0.08, -1.16, -4.14], [-0.25, 1.46, -0.02], [1.73, -0.50, -0.94], [0.66, -1.86, -0.40], [0.58, 1.91, -0.55], [0.89, -0.04, 1.64], [-3.33, 0.53, 5.48], [1.72, -0.77, 1.65], [1.36, 0.07, -3.50], [0.20, -0.31, 2.54], [0.75, -0.79, -0.78], [0.07, -0.02, 0.23], [1.40, 0.85, 1.79], [-1.89, 1.03, 6.31], [-0.85, -1.76, -1.95], [0.43, -0.61, -3.38], [-2.31, 0.50, 5.59], [-0.22, -0.90, -2.00], [-0.48, 1.81, 0.92]]
}

***

In hartree/bohr, the max |F| values for the records above are, in order, 0.03703; 0.05398; 0.04628; 0.05274; 0.07651; 0.12125.